[1]
A molecular structure, C22H21BrCrIN9STe at a distorted geometry. Source: the Open Molecules 2025 dataset; level of theory: ωB97M-V/def2-TZVPD.

Structure (ORCA input):
```
! wB97M-V def2-TZVPD RIJCOSX def2/J DEFGRID3
* xyz 0 5
Cr -0.928 0.479 0.612
N 2.900 -0.163 1.982
C 1.549 -0.387 2.516
N 0.765 0.516 1.641
C 1.719 1.384 1.195
N 2.970 1.125 1.390
C 1.220 2.498 0.319
C 1.957 3.570 -0.228
N 1.353 4.456 -1.022
C 0.130 4.238 -1.431
C -0.582 3.164 -0.915
N -0.017 2.231 -0.084
H 3.627 -0.276 2.666
H 1.211 -1.435 2.363
H 3.016 3.689 0.004
H -0.256 4.926 -2.158
H -1.599 2.991 -1.231
Br 2.969 -2.350 4.568
C 2.170 -0.675 4.911
C 2.364 -0.085 6.116
C 1.673 1.028 6.489
C 0.871 1.738 5.612
C 0.860 1.207 4.319
C 1.489 0.022 3.942
I -2.191 -1.493 1.852
H 3.028 -0.583 6.864
H 1.869 1.435 7.478
H 0.346 2.683 5.841
H 0.240 1.652 3.589
C -4.143 -1.228 -3.262
N -2.963 -0.422 -3.582
C -2.116 -0.821 -4.706
C -0.844 0.001 -4.543
N -1.044 0.473 -3.116
C -2.280 0.234 -2.652
S -2.893 0.605 -1.124
H -3.887 -2.244 -3.515
H -5.031 -0.840 -3.811
H -4.275 -1.088 -2.160
H -2.638 -0.644 -5.652
H -1.859 -1.902 -4.709
H -0.780 0.845 -5.220
H 0.124 -0.490 -4.567
H -0.524 1.190 -2.640
Te -2.569 1.888 2.130
N -2.238 -4.347 -3.244
C -1.459 -3.832 -2.572
C -0.470 -3.134 -1.848
C 0.834 -3.579 -1.741
C 1.752 -2.818 -1.052
C 1.330 -1.633 -0.406
N 0.041 -1.236 -0.504
C -0.828 -2.015 -1.077
H 1.114 -4.473 -2.173
H 2.764 -3.223 -0.879
H 1.994 -1.093 0.309
H -1.836 -1.758 -0.885
*
```

Results
- Energy relative to the best compared isomer or geometry (same formula, charge and spin): 0.0 kJ/mol
- Molar mass: 829.9 u
- LUMO (spin up / spin down): -0.63 / -0.97 eV
- <S²>: 6.148
- Electronic energy: -161258.867 eV

---

[2]
A molecular structure, C31H50CoN2O7P2SSi2Te. Source: the Open Molecules 2025 dataset; level of theory: ωB97M-V/def2-TZVPD.

Structure (ORCA input):
```
! wB97M-V def2-TZVPD RIJCOSX def2/J DEFGRID3
* xyz 0 4
Co 0.764 0.203 0.161
N 4.523 -0.582 2.470
C 3.543 -1.544 1.772
C 4.042 -2.971 1.993
P 1.906 -1.300 2.605
O 2.528 -1.016 4.105
O 1.113 -2.541 2.638
O 1.363 0.019 2.114
P 3.808 -1.016 -0.008
O 3.397 -2.295 -0.875
O 5.296 -0.807 -0.019
O 2.912 0.143 -0.340
H 4.813 -0.966 3.365
H 4.074 0.318 2.649
H 5.293 -0.464 1.792
H 4.151 -3.179 3.061
H 5.000 -3.141 1.495
H 3.300 -3.663 1.601
H 1.952 -1.445 4.752
H 4.186 -2.795 -1.124
N 0.323 -1.453 -0.480
C -0.046 -2.316 -1.311
C -0.392 -3.723 -0.891
C -0.364 -4.775 -1.804
C -0.655 -6.073 -1.401
C -0.971 -6.334 -0.074
C -0.965 -5.295 0.851
C -0.670 -4.002 0.445
C -0.141 -1.953 -2.781
C -1.237 -2.315 -3.559
C -1.360 -1.858 -4.869
C -0.371 -1.058 -5.424
C 0.741 -0.714 -4.660
C 0.849 -1.153 -3.349
H -0.105 -4.580 -2.838
H -0.633 -6.880 -2.123
H -1.205 -7.344 0.241
H -1.170 -5.496 1.896
H -0.588 -3.203 1.170
H -2.015 -2.936 -3.130
H -2.227 -2.135 -5.456
H -0.460 -0.711 -6.446
H 1.521 -0.095 -5.088
H 1.706 -0.883 -2.741
C 3.334 3.429 5.462
C 2.908 3.262 4.027
C 3.799 2.793 3.062
C 3.407 2.638 1.742
C 2.109 2.974 1.375
C 1.207 3.448 2.310
C 1.616 3.591 3.629
S 1.488 2.656 -0.273
C 2.822 3.389 -1.193
O 0.291 3.534 -0.484
H 4.304 2.966 5.646
H 2.607 2.977 6.139
H 3.413 4.486 5.724
H 4.816 2.551 3.353
H 4.105 2.253 1.008
H 0.200 3.702 2.002
H 0.909 3.955 4.367
H 2.930 4.402 -0.807
H 2.511 3.387 -2.238
H 3.727 2.794 -1.078
C -3.888 0.317 3.037
Si -4.341 -0.456 1.403
C -5.083 -2.138 1.676
C -5.536 0.647 0.493
C -2.789 -0.638 0.369
Te -1.709 1.198 0.152
C -1.888 1.283 -1.982
Si -2.271 2.930 -2.820
C -2.982 4.175 -1.638
C -0.754 3.624 -3.641
C -3.521 2.527 -4.141
H -4.749 0.365 3.711
H -3.524 1.338 2.888
H -3.097 -0.255 3.536
H -5.981 -2.079 2.302
H -4.366 -2.802 2.171
H -5.364 -2.598 0.723
H -6.401 0.905 1.112
H -5.904 0.166 -0.420
H -5.038 1.581 0.208
H -3.008 -0.983 -0.646
H -2.095 -1.353 0.808
H -2.706 0.588 -2.185
H -0.985 0.837 -2.398
H -2.315 4.306 -0.781
H -3.965 3.865 -1.268
H -3.094 5.145 -2.133
H -0.063 4.004 -2.885
H -1.027 4.451 -4.306
H -0.243 2.862 -4.240
H -4.445 2.133 -3.703
H -3.124 1.771 -4.828
H -3.776 3.418 -4.727
*
```

Results
- Energy relative to the best compared isomer or geometry (same formula, charge and spin): 13.2 kJ/mol
- Molar mass: 899.5 u
- LUMO (spin up / spin down): 0.24 / 0.23 eV
- <S²>: 3.767
- Electronic energy: -140367.653 eV

---

[3]
A single C5H12N2O2 molecule at a distorted geometry. Source: the Open Molecules 2025 dataset; level of theory: ωB97M-V/def2-TZVPD.

Structure (ORCA input):
```
! wB97M-V def2-TZVPD RIJCOSX def2/J DEFGRID3
* xyz 0 1
C -0.362 -0.459 -0.162
C 1.581 0.922 0.629
C 2.594 -0.038 0.045
N -2.167 -0.563 0.054
C -0.157 0.896 0.269
N -0.079 -0.797 -1.492
C -0.845 1.884 0.828
O -2.514 -1.721 0.869
O -2.737 -0.918 -1.241
H -3.693 -0.797 -1.120
H -1.773 -2.321 0.632
H 0.044 -1.199 0.528
H -0.504 -0.128 -2.126
H 0.780 -1.253 -1.757
H 1.636 0.897 1.721
H 1.816 1.941 0.311
H -0.350 2.719 1.313
H -1.903 1.761 1.035
H 2.561 -0.038 -1.048
H 3.610 0.276 0.312
H 2.460 -1.063 0.401
*
```

Results
- Energy relative to the best compared isomer or geometry (same formula, charge and spin): 676.5 kJ/mol
- Molar mass: 132.2 u
- LUMO: 0.73 eV
- Electronic energy: -12448.971 eV